Record 1
{
  "formula": "C5H8N2",
  "method": "ωB97M-V/def2-TZVPD",
  "symbols": ["C", "C", "C", "C", "C", "N", "N", "H", "H", "H", "H", "H", "H", "H", "H"],
  "positions_angstrom": [[0.23087, 1.53148, 0.15804], [1.29454, 0.84937, -0.31536], [-1.04939, -0.54419, -1.00169], [0.30596, -0.53605, 1.15122], [-0.63766, 0.57193, 0.79663], [0.22284, -1.09370, -1.11176], [1.15187, -0.54138, -0.06924], [0.02949, 2.58296, 0.04178], [2.11259, 1.19234, -0.91993], [-1.87811, -1.20337, -0.77642], [-1.27160, 0.26895, -1.67477], [0.95568, -0.27647, 1.99076], [-0.15197, -1.50869, 1.32705], [-1.54155, 0.80196, 1.32848], [0.22643, -2.09515, -0.92480]],
  "nbo_charge": [-0.257, -0.047, -0.202, -0.268, -0.238, -0.509, -0.293, 0.225, 0.211, 0.190, 0.182, 0.220, 0.199, 0.226, 0.362],
  "max_force_ha_per_bohr": 0.051,
  "e_above_lowest_ev": 3.8790,
  "charge": 0
}

---

Record 2
{
  "formula": "C5H8N2",
  "method": "ωB97M-V/def2-TZVPD",
  "symbols": ["C", "C", "C", "N", "C", "N", "C", "H", "H", "H", "H", "H", "H", "H", "H"],
  "positions_angstrom": [[-2.30233, -0.20943, 0.12692], [-0.85967, 0.08780, -0.09764], [-0.37969, 1.32223, -0.45896], [0.97372, 1.38296, -0.50980], [1.46532, -0.22353, -0.11753], [2.62952, -0.77524, 0.47987], [0.24609, -0.79174, 0.03311], [-2.77039, -0.63204, -0.76612], [-2.42445, -0.91981, 0.94924], [-2.83644, 0.70948, 0.39841], [-1.03767, 2.17455, -0.70089], [1.28896, 2.32161, -0.83199], [2.52467, -1.02187, 1.46721], [3.10105, -1.54618, 0.00983], [0.38131, -1.87876, 0.01833]],
  "nbo_charge": [-0.614, -0.164, 0.002, -0.610, 0.291, -0.854, -0.283, 0.207, 0.212, 0.212, 0.203, 0.411, 0.374, 0.382, 0.228],
  "max_force_ha_per_bohr": 0.047,
  "smiles": "Cc1c[nH]c(N)c1",
  "e_above_lowest_ev": 2.4770,
  "charge": 0
}

---

Record 3
{
  "formula": "C5H8N2",
  "method": "ωB97M-V/def2-TZVPD",
  "symbols": ["C", "C", "N", "C", "C", "N", "C", "H", "H", "H", "H", "H", "H", "H", "H"],
  "positions_angstrom": [[-1.47937, 0.98188, -1.66893], [-0.61622, 0.66866, -0.52484], [0.64606, 0.58743, -0.60018], [1.03666, 0.00230, 0.99437], [1.78113, -1.28420, 0.80813], [-0.25268, -0.10393, 1.58385], [-1.20683, 0.16807, 0.78926], [-2.44814, 0.42821, -1.42082], [-1.04841, 0.44205, -2.59080], [-1.81576, 1.99501, -1.89505], [1.71127, 0.77148, 1.42085], [2.94153, -1.23069, 1.02767], [1.78865, -1.44230, -0.24141], [1.25341, -2.10570, 1.29426], [-2.29129, 0.12171, 1.02364]],
  "nbo_charge": [-0.661, 0.144, -0.376, 0.059, -0.645, -0.377, 0.045, 0.206, 0.242, 0.242, 0.223, 0.222, 0.237, 0.232, 0.205],
  "max_force_ha_per_bohr": 0.072,
  "smiles": "CC1=N[C@H](C)N=C1",
  "e_above_lowest_ev": 1.8898,
  "charge": 0
}

---

Record 4
{
  "formula": "C5H8N2",
  "method": "ωB97M-V/def2-TZVPD",
  "symbols": ["C", "C", "C", "N", "C", "C", "N", "H", "H", "H", "H", "H", "H", "H", "H"],
  "positions_angstrom": [[2.51743, 0.08413, -0.30397], [1.13166, -0.09085, 0.20302], [-0.01021, 0.20068, -0.47128], [-1.09903, -0.14228, 0.27641], [-2.39319, 0.27525, -0.37675], [-0.46798, -0.64565, 1.53969], [0.83148, -0.61095, 1.42337], [3.24302, -0.35106, 0.38033], [2.64083, -0.39614, -1.27664], [2.75458, 1.14026, -0.43400], [-0.10422, 0.66364, -1.44330], [-2.17347, 0.66328, -1.38579], [-3.10879, -0.53240, -0.54034], [-2.90343, 1.09590, 0.13229], [-0.85866, -1.35382, 2.27695]],
  "nbo_charge": [-0.634, 0.063, -0.067, -0.376, -0.394, 0.140, -0.434, 0.231, 0.214, 0.214, 0.202, 0.211, 0.208, 0.208, 0.212],
  "max_force_ha_per_bohr": 0.044,
  "smiles": "Cc1cn(C)cn1",
  "e_above_lowest_ev": 1.1036,
  "charge": 0
}

---

Record 5
{
  "formula": "C5H8N2",
  "method": "ωB97M-V/def2-TZVPD",
  "symbols": ["C", "C", "C", "C", "N", "N", "C", "H", "H", "H", "H", "H", "H", "H", "H"],
  "positions_angstrom": [[2.18373, -1.57387, 0.71591], [1.08973, -1.38930, -0.25910], [-1.48629, 0.42689, 0.19022], [-1.05058, -0.66497, 1.04695], [-0.87704, -1.55005, 1.77724], [-0.68128, 1.30326, -0.23026], [-1.21683, 2.31232, -1.11490], [2.00743, -1.00790, 1.63744], [2.55341, -2.58194, 0.94439], [2.99185, -1.01582, 0.20225], [0.96414, -2.34742, -0.80956], [-2.55868, 0.41232, -0.04387], [-2.29071, 2.19796, -1.32840], [-0.65767, 2.27029, -2.05568], [-1.03548, 3.29729, -0.67431]],
  "nbo_charge": [-0.796, -0.018, -0.014, 0.268, -0.313, -0.284, -0.445, 0.247, 0.195, 0.277, 0.089, 0.184, 0.171, 0.220, 0.216],
  "max_force_ha_per_bohr": 0.022,
  "e_above_lowest_ev": 5.5939,
  "charge": 0
}

---

Record 6
{
  "formula": "C5H8N2",
  "method": "ωB97M-V/def2-TZVPD",
  "symbols": ["H", "N", "C", "C", "C", "C", "C", "N", "H", "H", "H", "H", "H", "H", "H"],
  "positions_angstrom": [[1.01239, 0.90114, -3.09233], [0.73978, 1.75998, -2.60685], [0.13471, 1.56766, -1.52366], [-0.48936, -0.00344, -0.95756], [-0.25894, -0.14264, 0.29704], [0.23774, 0.64904, 1.43825], [-0.68486, -1.87137, 0.62208], [-0.09922, -2.66859, 1.39191], [0.73844, -2.28929, 1.84105], [-0.17179, 2.45357, -0.96202], [-0.68060, -0.66165, -1.78542], [1.19655, 1.11176, 1.20245], [0.38994, 0.01022, 2.30834], [-0.47765, 1.42954, 1.69809], [-1.58711, -2.24594, 0.12865]],
  "nbo_charge": [0.335, -0.617, 0.121, -0.265, -0.011, -0.677, 0.137, -0.621, 0.334, 0.163, 0.227, 0.234, 0.230, 0.242, 0.167],
  "max_force_ha_per_bohr": 0.140,
  "smiles": "[H]\\N=C/C=C(C)/C=N\\[H]",
  "e_above_lowest_ev": 3.7435,
  "charge": 0
}

---

What did the first record say?
{
  "formula": "C5H8N2",
  "method": "ωB97M-V/def2-TZVPD",
  "symbols": ["C", "C", "C", "C", "C", "N", "N", "H", "H", "H", "H", "H", "H", "H", "H"],
  "positions_angstrom": [[0.23087, 1.53148, 0.15804], [1.29454, 0.84937, -0.31536], [-1.04939, -0.54419, -1.00169], [0.30596, -0.53605, 1.15122], [-0.63766, 0.57193, 0.79663], [0.22284, -1.09370, -1.11176], [1.15187, -0.54138, -0.06924], [0.02949, 2.58296, 0.04178], [2.11259, 1.19234, -0.91993], [-1.87811, -1.20337, -0.77642], [-1.27160, 0.26895, -1.67477], [0.95568, -0.27647, 1.99076], [-0.15197, -1.50869, 1.32705], [-1.54155, 0.80196, 1.32848], [0.22643, -2.09515, -0.92480]],
  "nbo_charge": [-0.257, -0.047, -0.202, -0.268, -0.238, -0.509, -0.293, 0.225, 0.211, 0.190, 0.182, 0.220, 0.199, 0.226, 0.362],
  "max_force_ha_per_bohr": 0.051,
  "e_above_lowest_ev": 3.8790,
  "charge": 0
}

---

Repeat the fifth record exactly.
{
  "formula": "C5H8N2",
  "method": "ωB97M-V/def2-TZVPD",
  "symbols": ["C", "C", "C", "C", "N", "N", "C", "H", "H", "H", "H", "H", "H", "H", "H"],
  "positions_angstrom": [[2.18373, -1.57387, 0.71591], [1.08973, -1.38930, -0.25910], [-1.48629, 0.42689, 0.19022], [-1.05058, -0.66497, 1.04695], [-0.87704, -1.55005, 1.77724], [-0.68128, 1.30326, -0.23026], [-1.21683, 2.31232, -1.11490], [2.00743, -1.00790, 1.63744], [2.55341, -2.58194, 0.94439], [2.99185, -1.01582, 0.20225], [0.96414, -2.34742, -0.80956], [-2.55868, 0.41232, -0.04387], [-2.29071, 2.19796, -1.32840], [-0.65767, 2.27029, -2.05568], [-1.03548, 3.29729, -0.67431]],
  "nbo_charge": [-0.796, -0.018, -0.014, 0.268, -0.313, -0.284, -0.445, 0.247, 0.195, 0.277, 0.089, 0.184, 0.171, 0.220, 0.216],
  "max_force_ha_per_bohr": 0.022,
  "e_above_lowest_ev": 5.5939,
  "charge": 0
}

---

What did the sixth record say?
{
  "formula": "C5H8N2",
  "method": "ωB97M-V/def2-TZVPD",
  "symbols": ["H", "N", "C", "C", "C", "C", "C", "N", "H", "H", "H", "H", "H", "H", "H"],
  "positions_angstrom": [[1.01239, 0.90114, -3.09233], [0.73978, 1.75998, -2.60685], [0.13471, 1.56766, -1.52366], [-0.48936, -0.00344, -0.95756], [-0.25894, -0.14264, 0.29704], [0.23774, 0.64904, 1.43825], [-0.68486, -1.87137, 0.62208], [-0.09922, -2.66859, 1.39191], [0.73844, -2.28929, 1.84105], [-0.17179, 2.45357, -0.96202], [-0.68060, -0.66165, -1.78542], [1.19655, 1.11176, 1.20245], [0.38994, 0.01022, 2.30834], [-0.47765, 1.42954, 1.69809], [-1.58711, -2.24594, 0.12865]],
  "nbo_charge": [0.335, -0.617, 0.121, -0.265, -0.011, -0.677, 0.137, -0.621, 0.334, 0.163, 0.227, 0.234, 0.230, 0.242, 0.167],
  "max_force_ha_per_bohr": 0.140,
  "smiles": "[H]\\N=C/C=C(C)/C=N\\[H]",
  "e_above_lowest_ev": 3.7435,
  "charge": 0
}